C25H70N8O7 | wB97M-V/def2-TZVPD

The value obtained for the max |F| is 0.269 Eh/bohr. As for the energy relative to the best compared isomer or geometry (same formula, charge and spin): 3882.6 kJ/mol.

Element x y z (Å)
C1 1.02 0.57 -0.29
O1 2.07 1.20 -0.18
N1 0.91 -0.30 -1.23
N2 0.00 0.53 0.59
H1 1.56 -0.26 -1.99
H2 0.10 -0.90 -1.34
H3 0.02 1.09 1.43
H4 -0.90 0.15 0.31
C2 2.83 2.13 1.60
C3 1.82 3.28 1.66
C4 1.24 3.56 0.19
O2 2.16 4.16 -0.63
C5 2.39 5.57 -0.37
N3 0.69 2.99 2.64
H5 3.16 1.92 0.58
H6 2.28 1.23 1.87
H7 3.63 2.15 2.34
H8 2.36 4.14 2.06
H9 0.36 4.21 0.19
H10 0.96 2.60 -0.24
H11 3.31 5.74 -0.92
H12 2.56 5.87 0.67
H13 1.58 6.16 -0.81
H14 0.25 3.90 2.70
H15 0.98 2.86 3.59
C6 3.36 0.15 2.54
C7 4.14 -0.11 1.29
C8 3.59 -1.36 0.52
O3 3.50 -2.48 1.28
C9 3.25 -3.75 0.62
N4 4.06 1.01 0.52
H16 2.29 0.37 2.44
H17 3.75 0.89 3.25
H18 3.52 -0.70 3.20
H19 5.20 -0.31 1.50
H20 4.28 -1.49 -0.31
H21 2.65 -1.05 0.09
H22 4.01 -3.98 -0.13
H23 2.33 -3.75 0.05
H24 3.44 -4.63 1.24
H25 4.18 1.76 1.19
H26 3.10 1.04 0.20
C10 0.17 -1.99 -5.26
C11 0.05 -0.83 -4.28
C12 -0.96 -1.05 -3.16
O4 -1.12 0.15 -2.47
C13 -1.87 1.22 -2.96
N5 1.45 -0.79 -3.83
H27 1.12 -1.95 -5.78
H28 -0.58 -2.09 -6.04
H29 0.26 -2.93 -4.72
H30 -0.27 0.09 -4.76
H31 -0.63 -1.75 -2.39
H32 -1.90 -1.50 -3.46
H33 -1.85 2.02 -2.21
H34 -2.91 0.92 -2.95
H35 -1.50 1.73 -3.85
H36 1.90 -1.61 -3.45
H37 1.70 -0.01 -3.25
C14 -1.22 -1.70 0.92
C15 -2.30 -1.05 0.06
C16 -3.45 -0.61 0.89
O5 -4.34 0.19 0.07
C17 -5.58 0.46 0.75
N6 -1.71 0.12 -0.61
H38 -0.35 -2.07 0.38
H39 -1.61 -2.61 1.38
H40 -0.85 -1.05 1.72
H41 -2.75 -1.77 -0.63
H42 -3.07 -0.02 1.72
H43 -3.98 -1.51 1.19
H44 -6.21 1.08 0.11
H45 -5.43 1.09 1.62
H46 -5.98 -0.48 1.13
H47 -1.67 -0.08 -1.59
H48 -2.35 0.89 -0.51
C18 -0.74 0.98 2.33
C19 -1.06 1.99 3.47
C20 -2.05 3.05 2.99
O6 -3.26 2.41 2.55
C21 -3.97 3.28 1.71
N7 -1.64 1.33 4.67
H49 -1.58 0.29 2.26
H50 0.18 0.40 2.38
H51 -0.71 1.51 1.38
H52 -0.23 2.53 3.93
H53 -1.54 3.70 2.28
H54 -2.34 3.72 3.80
H55 -4.16 4.30 2.05
H56 -4.94 2.80 1.56
H57 -3.58 3.53 0.72
H58 -2.63 1.25 4.51
H59 -1.29 0.40 4.49
C22 0.78 -2.44 -1.05
C23 0.51 -3.85 -1.31
C24 -0.40 -4.09 -2.57
O7 -1.66 -3.44 -2.36
C25 -2.45 -3.98 -1.23
N8 1.81 -4.57 -1.52
H60 1.19 -1.91 -1.91
H61 1.59 -2.29 -0.34
H62 -0.15 -1.92 -0.81
H63 0.25 -4.29 -0.35
H64 -0.49 -5.15 -2.82
H65 0.23 -3.57 -3.30
H66 -3.42 -3.49 -1.07
H67 -1.81 -3.91 -0.36
H68 -2.62 -5.05 -1.34
H69 2.35 -4.62 -0.66
H70 1.66 -5.54 -1.78